DFT (ωB97M-V/def2-TZVPD) results for a structure of composition F2FeH18O11P at a distorted geometry.

As for the HOMO energy (spin up / spin down): -16.93 / -16.55 eV. The value obtained for the energy above the lowest of the compared OMol25 structures with the same formula, charge and spin is 6.0 kcal/mol. The calculation puts the electronic energy at -71904.3822 eV. Its HOMO-LUMO gap (spin up / spin down) is 10.10 / 5.68 eV.

Structure (ORCA input):
```
! wB97M-V def2-TZVPD RIJCOSX def2/J DEFGRID3
* xyz 2 6
Fe -0.44 1.20 -0.76
O -0.18 0.47 0.89
P -0.01 -1.15 1.21
O -0.67 -0.42 0.03
F -0.37 -0.55 2.60
F 1.52 -0.80 1.33
O 3.67 0.92 1.87
H 2.93 0.34 1.85
H 3.46 1.81 2.10
O -0.67 3.00 0.40
H -1.11 2.89 1.24
H -0.76 3.93 0.15
O -1.59 2.22 2.74
H -1.02 1.45 2.61
H -2.52 1.88 2.60
O -0.34 0.12 -2.58
H -0.44 0.56 -3.49
H -0.72 -0.82 -2.56
O 0.89 -3.78 0.13
H 0.35 -4.21 -0.55
H 1.72 -3.67 -0.38
O 1.98 -1.13 -1.30
H 2.23 -1.96 -1.73
H 2.24 -0.51 -1.96
O 1.50 1.56 -0.90
H 1.96 2.05 -0.15
H 2.04 0.77 -1.04
O -2.03 -3.22 -0.27
H -2.57 -3.97 -0.53
H -2.65 -2.49 -0.27
O -2.47 1.35 -0.92
H -3.07 1.67 -1.63
H -2.87 0.50 -0.71
*
```

DFT (ωB97M-V/def2-TZVPD) results for a cluster of 2 separate species, C8H12N2S in total at a distorted geometry.

As for the SMILES: CC1=NCCCC1.N=C=C=S. As for the HOMO energy: -7.87 eV. The value obtained for the energy above the lowest of the compared OMol25 structures with the same formula, charge and spin is 86.0 kcal/mol. The calculation puts the electronic energy at -22302.1303 eV. Its HOMO-LUMO gap is 6.39 eV.

Structure (ORCA input):
```
! wB97M-V def2-TZVPD RIJCOSX def2/J DEFGRID3
* xyz 0 1
C 0.03 -1.95 1.86
C -0.15 -0.91 0.74
N 0.81 -0.73 -0.06
C 0.58 0.14 -1.26
C -0.35 1.39 -1.21
C -1.14 1.28 0.13
C -1.49 -0.20 0.49
H 0.51 -1.22 2.54
H 0.54 -2.84 1.57
H -0.96 -2.12 2.26
H 0.14 -0.50 -2.08
H 1.60 0.34 -1.57
H -1.01 1.33 -2.15
H 0.15 2.34 -1.13
H -0.58 1.74 0.93
H -2.08 1.85 0.02
H -2.02 -0.18 1.46
H -2.00 -0.79 -0.35
N 3.90 -1.71 -0.90
C 3.76 -0.52 -0.56
C 4.03 0.65 -0.13
S 4.15 2.09 0.49
H 2.98 -2.11 -1.12
*
```

DFT (ωB97M-V/def2-TZVPD) results for the ion C7H16ClN5 with charge +2 at a distorted geometry.

As for the SMILES: [H]/N=C/[NH+]=C(/Cl)N/C(NCC)=[NH+]\CC. As for the HOMO energy: -18.03 eV. The value obtained for the energy above the lowest of the compared OMol25 structures with the same formula, charge and spin is 8.0 kcal/mol. The calculation puts the electronic energy at -27472.6077 eV. Its HOMO-LUMO gap is 10.69 eV.

Structure (ORCA input):
```
! wB97M-V def2-TZVPD RIJCOSX def2/J DEFGRID3
* xyz 2 1
H 0.92 0.85 -3.74
N 1.36 0.91 -2.78
C 1.64 -0.12 -2.09
N 2.26 0.35 -0.89
C 1.86 0.88 0.22
Cl 3.02 1.75 1.26
N 0.66 0.88 0.71
C -0.53 0.07 0.34
N -0.35 -1.21 0.55
C 0.76 -2.18 0.86
C 0.59 -3.46 0.13
N -1.58 0.72 -0.01
C -1.83 2.13 -0.03
C -2.78 2.45 1.12
H 1.63 -1.26 -2.37
H 3.26 0.35 -1.14
H 0.32 1.42 1.65
H -1.19 -1.75 0.41
H 0.77 -2.35 1.94
H 1.67 -1.76 0.53
H 1.67 -3.90 0.20
H -0.10 -4.22 0.48
H 0.35 -3.13 -0.92
H -2.35 0.06 -0.02
H -2.31 2.37 -0.95
H -0.91 2.55 0.14
H -2.43 3.33 1.56
H -3.83 2.55 0.91
H -2.57 1.72 1.94
*
```